## P
This record from the Open Molecules 2025 dataset describes C19H23NO3 in the gas phase. The level of theory is ωB97M-V/def2-TZVPD.

Its molar mass is 313.397 g/mol. The SMILES is COc1ccc(OCCCC(=O)NCCc2ccccc2)cc1. As for the multiplicity: 1. As for the HOMO-LUMO gap: 8.77 eV. The LUMO energy is 0.7 eV.

XYZ file:
```
46
Properties=species:S:1:pos:R:3:nbo_charge:R:1
C -2.951 -3.804 3.013 -0.250
O -1.604 -3.723 2.620 -0.499
C -1.285 -2.923 1.559 0.279
C -2.193 -2.167 0.827 -0.292
C -1.752 -1.390 -0.227 -0.246
C -0.405 -1.342 -0.572 0.355
O -0.100 -0.551 -1.645 -0.549
C 1.235 -0.488 -2.110 -0.071
C 1.234 0.000 -3.561 -0.401
C 0.339 1.221 -3.794 -0.493
C 0.787 2.416 -2.969 0.678
O 1.569 3.249 -3.379 -0.637
N 0.213 2.478 -1.748 -0.632
C 0.533 3.518 -0.801 -0.224
C 1.444 3.029 0.329 -0.428
C 0.885 1.910 1.170 -0.040
C -0.467 1.807 1.472 -0.186
C -0.932 0.806 2.309 -0.214
C -0.052 -0.102 2.868 -0.217
C 1.295 -0.019 2.563 -0.199
C 1.755 0.974 1.718 -0.216
C 0.505 -2.084 0.171 -0.285
C 0.063 -2.870 1.217 -0.238
H -3.339 -2.829 3.326 0.172
H -3.582 -4.205 2.213 0.175
H -2.971 -4.486 3.861 0.201
H -3.245 -2.173 1.061 0.220
H -2.454 -0.808 -0.803 0.219
H 1.703 -1.479 -2.078 0.184
H 1.814 0.191 -1.469 0.179
H 2.261 0.237 -3.842 0.220
H 0.879 -0.810 -4.202 0.210
H -0.691 0.964 -3.549 0.219
H 0.400 1.500 -4.847 0.236
H -0.326 1.690 -1.420 0.412
H 1.051 4.298 -1.365 0.243
H -0.394 3.936 -0.397 0.188
H 2.395 2.709 -0.105 0.214
H 1.656 3.880 0.983 0.221
H -1.172 2.517 1.066 0.198
H -1.987 0.746 2.532 0.211
H -0.411 -0.872 3.533 0.216
H 1.990 -0.729 2.987 0.212
H 2.810 1.034 1.488 0.208
H 1.561 -2.055 -0.044 0.222
H 0.762 -3.453 1.795 0.224
```

=====

## Q
This record from the Open Molecules 2025 dataset describes C19H23NO3 in the gas phase. The level of theory is ωB97M-V/def2-TZVPD.

Its molar mass is 313.397 g/mol. The SMILES is COc1ccc(CCNC(=O)Cc2ccc(C)cc2)cc1OC. As for the multiplicity: 1. As for the HOMO-LUMO gap: 8.74 eV. The LUMO energy is 0.7 eV.

XYZ file:
```
46
Properties=species:S:1:pos:R:3:nbo_charge:R:1
C 4.129 -0.955 2.419 -0.239
O 3.136 -0.108 1.887 -0.501
C 2.409 -0.468 0.788 0.235
C 1.664 0.569 0.238 -0.220
C 0.849 0.382 -0.860 -0.238
C 0.771 -0.865 -1.457 -0.026
C -0.141 -1.114 -2.625 -0.425
C -1.463 -1.742 -2.155 -0.214
N -2.159 -0.887 -1.226 -0.632
C -3.259 -0.183 -1.567 0.689
O -3.826 -0.299 -2.632 -0.628
C -3.777 0.730 -0.452 -0.520
C -2.679 1.485 0.236 -0.043
C -2.126 1.026 1.426 -0.170
C -1.101 1.718 2.044 -0.221
C -0.598 2.888 1.492 -0.019
C 0.487 3.657 2.183 -0.634
C -1.144 3.341 0.297 -0.211
C -2.167 2.649 -0.324 -0.200
C 1.514 -1.908 -0.918 -0.310
C 2.328 -1.742 0.195 0.295
O 3.054 -2.770 0.748 -0.523
C 3.033 -4.027 0.123 -0.250
H 4.863 -1.241 1.662 0.178
H 4.619 -0.365 3.193 0.186
H 3.701 -1.856 2.864 0.184
H 1.744 1.537 0.704 0.223
H 0.281 1.212 -1.251 0.222
H 0.329 -1.792 -3.339 0.214
H -0.361 -0.174 -3.131 0.218
H -1.265 -2.704 -1.672 0.188
H -2.131 -1.895 -3.006 0.237
H -1.670 -0.645 -0.377 0.410
H -4.309 0.096 0.261 0.232
H -4.496 1.414 -0.906 0.241
H -2.511 0.124 1.883 0.203
H -0.686 1.345 2.970 0.212
H 0.049 4.367 2.885 0.224
H 1.084 4.218 1.468 0.217
H 1.138 2.990 2.744 0.221
H -0.763 4.247 -0.153 0.211
H -2.580 3.016 -1.253 0.215
H 1.446 -2.876 -1.389 0.214
H 2.031 -4.468 0.132 0.176
H 3.400 -3.974 -0.907 0.177
H 3.704 -4.653 0.710 0.200
```

=====

## R
This record from the Open Molecules 2025 dataset describes C19H23NO3 in the gas phase. The level of theory is ωB97M-V/def2-TZVPD.

Its molar mass is 313.397 g/mol. The SMILES is COC(=O)N1CC[C@@H]2[C@H]1CCC[C@@]2(O)C#Cc1cccc(C)c1. As for the multiplicity: 1. As for the HOMO-LUMO gap: 8.29 eV. The LUMO energy is 0.1 eV.

XYZ file:
```
46
Properties=species:S:1:pos:R:3:nbo_charge:R:1
C 5.692 2.788 -0.508 -0.225
O 4.954 1.399 -0.934 -0.593
C 3.697 1.410 -0.052 0.907
O 3.236 2.245 0.779 -0.655
N 3.115 0.347 -0.458 -0.435
C 3.585 -0.694 -1.303 -0.198
C 2.646 -1.889 -1.089 -0.441
C 1.352 -1.266 -0.814 -0.126
C 1.874 0.079 0.295 -0.050
C 2.035 -0.527 1.566 -0.469
C 0.724 -1.247 2.330 -0.336
C 0.495 -2.562 1.358 -0.400
C 0.139 -1.882 -0.013 0.188
O -0.086 -3.025 -1.152 -0.736
C -1.070 -1.092 -0.205 -0.060
C -2.130 -0.308 0.037 0.167
C -3.165 0.539 -0.042 -0.264
C -3.112 1.815 0.446 -0.113
C -4.181 2.731 0.047 -0.263
C -5.327 2.058 -0.070 -0.124
C -5.525 0.516 -0.435 -0.014
C -6.843 0.098 -0.719 -0.625
C -4.366 0.064 -0.480 -0.134
H 5.202 3.629 -0.940 0.192
H 6.711 2.786 -1.207 0.177
H 5.934 2.899 0.437 0.180
H 4.537 -0.965 -0.975 0.211
H 3.853 -0.411 -2.248 0.217
H 2.442 -2.199 -1.991 0.239
H 2.795 -2.438 -0.389 0.189
H 0.906 -0.732 -1.579 0.210
H 1.113 0.834 0.299 0.233
H 2.373 0.266 2.485 0.214
H 2.752 -1.129 1.961 0.225
H 0.939 -1.517 3.243 0.184
H -0.161 -0.389 2.305 0.216
H 1.256 -3.161 1.376 0.199
H -0.319 -2.818 1.613 0.198
H 0.621 -3.632 -0.662 0.442
H -2.042 2.370 0.579 0.221
H -4.131 3.534 0.577 0.206
H -6.310 2.539 -0.068 0.188
H -7.442 0.053 0.065 0.225
H -6.806 -0.823 -1.463 0.229
H -7.411 0.881 -1.378 0.224
H -4.552 -1.173 -0.623 0.181
```

=====

Winner for stability: P

=====

## P
This record from the Open Molecules 2025 dataset describes a molecular structure, C5H9NOS. The level of theory is ωB97M-V/def2-TZVPD.

Its molar mass is 131.200 g/mol. As for the multiplicity: 1. As for the HOMO-LUMO gap: 8.28 eV. The LUMO energy is -0.8 eV.

XYZ file:
```
17
Properties=species:S:1:pos:R:3:nbo_charge:R:1
C 0.399 -2.234 0.020 0.200
C 0.502 -0.898 0.642 -0.129
C 0.396 2.273 1.112 -0.590
C -0.609 0.090 0.361 -0.443
C 0.013 1.436 -0.056 -0.387
N 0.113 -2.240 1.235 -0.372
O -0.585 -2.329 -2.792 -0.834
S 0.628 -3.219 -2.058 0.444
H 1.502 -0.472 0.902 0.186
H -0.513 2.346 1.643 0.198
H 0.692 3.276 0.819 0.203
H 1.135 1.991 1.702 0.197
H -1.093 -0.451 -0.393 0.215
H -1.419 0.110 1.126 0.215
H 0.875 1.282 -0.696 0.199
H -0.698 2.017 -0.532 0.205
H -1.337 -2.980 -3.036 0.494
```

=====

## Q
This record from the Open Molecules 2025 dataset describes C5H9NOS in the gas phase. The level of theory is ωB97M-V/def2-TZVPD.

Its molar mass is 131.200 g/mol. The SMILES is CO[C@@H](S)[C@@H](C)C#N. As for the multiplicity: 1. As for the HOMO-LUMO gap: 10.06 eV. The LUMO energy is 0.7 eV.

XYZ file:
```
17
Properties=species:S:1:pos:R:3:nbo_charge:R:1
C -2.245 -0.964 -0.983 -0.234
O -0.804 -0.909 -0.984 -0.540
C -0.252 -0.155 0.009 0.109
S -0.162 -1.206 1.674 -0.164
C 1.350 0.347 -0.413 -0.305
C 2.082 1.100 0.709 -0.591
C 1.935 -0.961 -0.733 0.277
N 2.408 -1.995 -0.875 -0.327
H -2.588 -0.212 -1.565 0.176
H -2.475 -0.832 0.132 0.183
H -2.367 -1.934 -1.438 0.211
H -0.736 0.666 0.397 0.172
H 1.113 -1.567 1.499 0.138
H 1.378 0.878 -1.276 0.235
H 2.131 0.582 1.578 0.224
H 1.515 1.982 0.851 0.213
H 3.070 1.227 0.550 0.224
```

=====

## R
This record from the Open Molecules 2025 dataset describes a molecular structure, C5H9NOS. The level of theory is ωB97M-V/def2-TZVPD.

Its molar mass is 131.200 g/mol. As for the multiplicity: 1. As for the HOMO-LUMO gap: 9.08 eV. The LUMO energy is -0.1 eV.

XYZ file:
```
17
Properties=species:S:1:pos:R:3:nbo_charge:R:1
C -0.220 0.015 2.764 -0.624
C -1.375 0.099 1.637 -0.463
C -0.489 0.428 0.408 0.203
C 1.400 0.609 -0.900 -0.093
C 0.683 -0.390 -0.110 -0.432
H 0.740 -0.605 2.223 0.183
H 0.371 1.032 2.791 0.228
H -0.491 -0.540 3.778 0.240
H -2.015 -0.812 1.666 0.247
H -2.090 1.049 2.058 0.244
H 2.174 0.995 -0.138 0.186
H 1.822 0.027 -1.911 0.211
H 1.125 -1.052 0.703 0.250
H 0.147 -0.482 -2.429 0.153
N -0.587 1.502 -0.406 -0.112
O 0.521 1.514 -1.295 -0.380
S -0.115 -1.676 -1.146 -0.041
```

=====

## S
This record from the Open Molecules 2025 dataset describes C5H9NOS in the gas phase. The level of theory is ωB97M-V/def2-TZVPD.

Its molar mass is 131.200 g/mol. As for the multiplicity: 1. As for the HOMO-LUMO gap: 9.63 eV. The LUMO energy is 0.7 eV.

XYZ file:
```
17
Properties=species:S:1:pos:R:3:nbo_charge:R:1
C -0.123 0.273 -0.918 -0.046
C 0.302 1.278 -1.757 -0.368
C -1.321 -0.563 -0.906 -0.610
C -0.148 -0.691 1.309 -0.650
C 0.662 0.087 0.308 -0.110
N 1.198 1.304 0.917 -0.799
O -0.131 -2.815 -0.187 -0.986
S -1.115 -1.906 0.413 1.258
H 1.129 1.846 -1.354 0.232
H -0.254 1.485 -2.700 0.206
H -2.288 -0.059 -0.509 0.229
H -1.582 -1.156 -1.764 0.250
H 0.480 -1.237 2.118 0.248
H -0.754 -0.022 1.917 0.222
H 1.612 -0.548 -0.033 0.230
H 0.456 1.704 1.603 0.340
H 1.876 1.019 1.542 0.353
```

=====

Winner for stability: S

=====

## P
This record from the Open Molecules 2025 dataset describes CHF3 in the gas phase. The level of theory is ωB97M-V/def2-TZVPD.

Its molar mass is 70.013 g/mol. The SMILES is FC(F)F. As for the multiplicity: 1. As for the HOMO-LUMO gap: 14.74 eV. The LUMO energy is 1.1 eV.

XYZ file:
```
5
Properties=species:S:1:pos:R:3:nbo_charge:R:1
F 1.143 -0.450 0.194 -0.329
C -0.058 0.016 0.039 0.867
F 0.057 0.735 -1.017 -0.317
F -0.901 -1.010 -0.140 -0.324
H -0.241 0.709 0.923 0.103
```

=====

## Q
This record from the Open Molecules 2025 dataset describes CHF3 in the gas phase. The level of theory is ωB97M-V/def2-TZVPD.

Its molar mass is 70.013 g/mol. The SMILES is FC(F)F. As for the multiplicity: 1. As for the HOMO-LUMO gap: 14.76 eV. The LUMO energy is 1.1 eV.

XYZ file:
```
5
Properties=species:S:1:pos:R:3:nbo_charge:R:1
F 0.415 -0.943 0.758 -0.293
C -0.060 -0.011 0.062 0.865
F 1.009 0.794 -0.208 -0.352
F -0.420 -0.530 -1.154 -0.345
H -0.944 0.690 0.542 0.124
```

=====

Winner for stability: P